61
Properties=species:S:1:pos:R:3:forces:R:3:lowdin_spin:R:1 method="wB97M-V/def2-TZVPD" charge=+1 s_squared=8.7624 gap_ha="0.2850 / 0.2242" spin_multiplicity=6 e_tot_ha=-4124.2417 lumo_energy_ev="-3.5 / -5.2"
C -3.796000 2.600900 0.274500 -0.3 -0.2 0.0 0.004
H 1.931800 4.516900 -2.216500 0.0 0.0 -0.1 0.004
C 0.088500 0.674600 4.529300 0.2 0.3 -0.4 0.030
C -5.835500 1.364300 -0.012400 -0.1 0.0 0.0 0.000
O -2.527300 -2.684300 -0.466100 -0.1 -0.1 -0.1 0.027
O 4.265300 -1.132400 -0.233200 0.3 -0.3 -0.2 0.005
H -1.625800 7.345800 1.548500 -0.1 0.1 0.0 0.000
O -1.596100 -0.665000 -0.655100 0.5 2.1 0.6 0.163
H -0.463800 1.616000 4.510800 0.0 -0.1 0.0 0.000
O 2.612000 0.170800 0.500600 -0.2 -0.1 -0.1 0.069
H -2.421500 -1.456300 2.277000 0.0 0.0 0.0 0.000
H -2.184800 -1.428200 4.041500 0.2 0.1 -0.1 0.003
C -0.380900 3.798400 -0.143700 -0.2 -0.6 0.1 0.046
C 2.434900 -3.367300 -0.240800 0.1 0.7 0.0 0.003
N 0.159300 5.011200 -0.152200 -0.1 -0.3 0.0 0.017
Ru 0.028900 0.447700 0.437000 -0.9 0.1 -1.4 3.778
H 1.674600 -5.363500 -0.450800 0.0 0.0 0.0 0.000
H -2.730100 0.037100 3.174200 0.1 0.0 0.0 0.000
C -2.339700 2.594800 0.505600 0.4 1.1 -0.2 0.015
C 1.431100 -4.310600 -0.423800 -0.3 0.0 0.0 0.005
C 0.114300 -3.892000 -0.555200 0.3 0.2 0.0 0.001
C 2.100800 5.421300 -1.638100 -0.1 0.0 0.3 0.005
C -2.094000 -0.846900 3.120900 -0.1 0.1 -0.2 0.022
H 1.728300 -1.913700 3.189400 -0.1 0.0 0.0 0.000
O -1.818000 1.704700 1.215800 0.7 -1.2 0.0 0.142
H -0.240200 0.076100 5.382400 0.0 -0.1 -0.3 0.004
C 3.007500 -0.893700 0.057900 0.0 0.4 0.3 0.007
C -0.701000 6.173300 0.000000 -0.4 0.3 0.2 0.002
As -0.240900 -0.296700 2.852600 -0.4 -0.9 2.0 0.119
S 0.686100 2.464600 -0.595100 0.3 -0.3 0.0 0.330
H 3.470400 -3.641900 -0.130100 0.1 -0.1 0.0 0.001
H 1.598600 6.252800 -2.127400 0.0 0.1 0.0 0.000
H -3.966300 4.732800 0.217400 0.0 0.1 0.0 0.000
C -1.589900 -1.922300 -0.556500 0.7 -1.7 0.2 0.014
C -6.529300 2.555000 -0.163900 0.0 0.0 0.0 0.002
H 1.154200 0.892300 4.627700 -0.1 0.0 0.0 0.000
C -0.151900 -2.527000 -0.492700 -0.8 0.0 -0.1 0.014
C -4.473600 1.381800 0.216200 0.2 0.1 0.1 0.002
C -4.498300 3.797600 0.135900 0.2 -0.2 0.0 0.002
H -0.705900 -4.576400 -0.698900 -0.1 -0.1 0.0 0.000
H -6.411000 4.694600 -0.173400 0.0 0.0 0.0 0.000
H 2.100200 4.371700 0.242200 -0.1 0.3 0.0 0.005
H 0.305300 -2.763100 2.551200 0.0 0.0 0.0 0.000
C 0.643600 -2.006800 3.261200 0.1 0.2 -0.3 0.026
C 1.593200 5.229500 -0.211600 0.6 0.1 -0.3 0.010
H -0.089400 6.628400 2.027400 0.1 0.0 0.1 0.000
H -6.361900 0.424400 -0.073800 0.0 -0.1 0.0 0.000
H 1.812800 6.116500 0.387300 0.0 -0.1 0.0 0.001
C -5.862600 3.768700 -0.075900 -0.1 0.1 0.0 0.000
C 2.074700 -2.026200 -0.185600 0.0 -0.6 -0.1 0.011
H 0.380400 -2.332200 4.268600 0.0 0.1 -0.1 0.004
H -7.593100 2.540000 -0.359200 0.0 0.0 0.0 0.000
H 4.829600 -0.351300 -0.094200 -0.3 0.0 0.1 0.000
N -1.659300 3.641000 0.034300 -0.6 0.4 -0.1 0.024
H -0.195900 7.025700 -0.455400 0.0 -0.1 -0.1 0.000
N 0.802900 -1.636800 -0.306000 0.3 0.4 0.4 0.081
H -3.914400 0.462900 0.316900 0.0 -0.1 0.0 0.000
H -1.533900 5.620700 1.901700 -0.1 -0.1 0.1 0.000
H 3.168800 5.625800 -1.615400 0.1 0.0 -0.1 0.000
C -1.003900 6.460500 1.465200 0.0 0.0 -0.2 0.001
H -1.629200 5.980300 -0.543100 0.1 0.1 0.0 0.000

***

119
Properties=species:S:1:pos:R:3:forces:R:3:lowdin_charge:R:1 method="wB97M-V/def2-TZVPD" charge=-1 gap_ha=0.1872 e_tot_ha=-30150.5776 lumo_energy_ev=1.1
Cl 0.036595 5.126672 -0.328461 0.0 -0.1 -0.1 0.525
Cl -1.068714 -10.969583 -4.659029 0.0 0.0 0.0 0.506
Cl -5.747609 2.866289 -10.371130 -0.1 0.0 0.0 0.510
H -3.853688 1.903113 -9.392769 0.0 0.0 -0.1 0.014
O -0.258494 -5.642970 0.808433 -0.8 0.6 -0.1 -0.175
Cl -5.658313 5.046670 -7.495296 0.1 0.1 -0.2 0.525
Cl 9.318365 -5.685709 9.438610 0.0 0.0 0.0 0.515
Cl 6.980470 -3.294337 2.442614 0.0 -0.1 0.0 0.507
C 3.414087 13.381736 3.008073 0.0 0.0 0.0 -1.546
N 2.625186 -6.469896 1.108069 -0.9 -0.3 -0.1 -0.228
Cl 2.053158 7.280757 -6.498101 0.0 0.0 0.0 0.512
H 8.237506 -5.323267 3.903682 0.0 0.0 0.1 -0.034
Cl 0.942765 6.000611 -8.858530 -0.1 0.0 0.0 0.514
Cl 9.859253 -6.230533 5.339990 -0.1 -0.2 -0.1 0.490
C -1.627719 11.079383 -2.494606 -0.1 -0.1 0.0 -1.532
C 1.332247 0.108175 1.921724 0.1 0.1 0.1 -1.488
P -2.661716 -6.120019 -0.224562 0.3 -0.4 0.2 0.387
C -1.353083 -3.681823 0.357272 0.8 -0.6 -0.4 -0.789
C 0.203118 2.594456 5.242690 0.0 -0.1 -0.1 -1.573
H -6.688686 -3.799408 -3.558166 0.0 0.0 0.1 -0.060
Cl 1.566582 9.265332 2.872656 -0.1 -0.1 0.1 0.530
Cl -3.533694 1.510544 -11.676378 0.0 0.0 0.0 0.529
H -2.484486 -9.553271 -3.438301 0.0 -0.1 0.0 -0.005
Cl -4.915582 1.014766 4.864230 0.0 0.0 0.0 0.522
Cl 8.224065 -1.565491 5.187610 -0.1 0.2 0.1 0.555
H -2.778239 -5.313209 -1.372546 -0.1 0.1 0.2 -0.047
H -10.317209 -3.666919 -5.797259 0.0 0.1 0.0 0.011
Cl 7.554517 -7.545185 4.148581 0.0 0.1 -0.1 0.534
C 9.458761 -7.441023 9.326520 -0.1 0.0 -0.1 -1.560
C 1.328411 9.358474 1.132408 -0.1 0.1 0.0 -1.592
H 2.805178 7.403834 -8.708150 0.0 -0.1 0.0 0.010
Cl -5.410847 1.776251 -5.365949 -0.1 -0.1 -0.1 0.505
Cl -7.139115 -2.945253 -1.432534 0.0 0.0 0.1 0.506
Cl 3.012220 0.643595 1.776618 0.0 -0.1 0.0 0.510
Cl -3.774041 -11.489777 -3.732104 0.0 0.0 0.0 0.498
Cl -7.500513 2.013655 3.989454 0.0 0.0 0.0 0.509
Cl -7.753736 0.778542 -6.771343 0.0 0.0 0.0 0.518
H -4.488708 6.450651 -6.025226 -0.1 0.0 0.0 -0.061
Cl 3.387950 11.982100 1.935837 0.1 0.1 -0.1 0.526
H -5.401406 2.370321 3.020305 0.0 -0.1 0.0 0.007
Cl -8.230720 -2.681924 -5.461776 0.0 0.0 0.0 0.543
H -3.937094 -6.064367 0.362911 0.0 0.3 -0.1 -0.031
Cl -6.249351 -5.618985 -2.160070 0.0 0.0 0.0 0.527
H 10.519797 -1.204274 5.448563 0.0 -0.1 0.0 0.013
H 1.732930 -4.248335 -1.303724 0.8 -0.8 0.5 0.044
Cl -6.372545 5.790924 -4.803992 0.0 0.1 0.1 0.529
Cl -10.856799 -1.503670 -5.087501 0.0 0.0 0.0 0.527
Cl -6.178507 7.838812 -6.863529 0.0 0.0 0.0 0.538
C 8.211703 -6.019592 4.736109 0.1 0.0 -0.1 -1.519
H 4.048923 14.137549 2.560319 0.0 -0.1 0.0 0.011
Cl -8.061355 2.528110 -4.464113 0.0 -0.1 0.0 0.523
H 8.550774 -7.820792 8.868411 0.1 0.0 0.1 -0.057
Cl 10.819317 -7.896388 8.302227 0.0 -0.1 0.1 0.512
H -1.331846 -3.703078 -0.764650 -0.4 0.4 0.8 0.090
C 2.406595 6.608499 -8.088862 0.1 0.0 0.0 -1.561
H 1.085216 10.386276 0.881529 0.0 -0.1 0.0 -0.034
Cl 1.012530 -0.549943 3.524803 0.0 0.0 -0.1 0.554
C -1.572580 -5.115078 0.884796 1.4 -0.4 0.3 -0.606
C -5.883347 1.513367 3.476889 0.1 0.0 0.0 -1.562
Cl 4.561040 -4.622993 3.344558 0.3 -0.3 0.2 0.533
Cl 6.554719 -8.509739 7.220494 -0.1 -0.1 0.0 0.531
Cl -1.652692 -10.979946 -1.810505 0.1 -0.3 0.0 0.492
C 5.448280 -9.550688 8.114089 0.0 0.0 0.0 -1.533
C -1.601753 5.178195 0.316811 0.0 0.0 0.1 -1.542
C -2.268014 -10.616617 -3.408119 0.0 0.2 0.0 -1.564
I -3.079552 -2.506262 0.970559 0.0 0.3 -0.1 0.751
C -7.068514 2.125226 -5.865458 0.0 0.2 0.0 -1.565
H -1.413375 4.921249 -3.383425 0.0 0.1 0.0 -0.033
H 1.968756 -6.632811 1.892942 0.5 0.0 -0.4 0.015
H -7.041304 2.993491 -6.514129 0.0 -0.1 0.1 -0.056
Cl 4.105683 -8.622486 8.777160 0.0 0.0 0.0 0.539
Cl -0.514289 4.922957 -5.538629 -0.1 -0.1 0.0 0.537
S -2.092563 -7.945188 -0.631086 -0.2 0.2 0.0 0.100
Cl 10.119328 -3.174263 6.651676 0.1 0.1 0.3 0.505
Cl -0.987138 2.561629 6.547412 0.0 0.0 0.0 0.518
B 0.600485 -4.504380 1.304228 -0.1 -0.8 0.3 -0.836
Cl 7.179236 -5.340612 5.999395 0.1 0.0 0.1 0.528
Cl -0.017773 8.343931 0.616844 0.0 0.1 0.1 0.520
C -9.917157 -2.994900 -5.046715 -0.1 -0.1 0.0 -1.540
Cl -3.074305 3.961708 -10.183092 0.1 0.0 0.0 0.515
Cl 6.305367 -10.418971 9.394280 0.0 0.0 0.0 0.519
Cl -2.059687 9.603191 -3.355017 0.0 0.3 0.1 0.501
H 0.697569 -4.576029 2.538691 -0.1 0.2 0.0 0.079
Cl 10.413231 -2.859188 3.795013 0.1 0.0 -0.1 0.523
Cl -3.132027 3.959919 -4.642382 0.1 0.1 -0.1 0.520
H 1.144037 -0.675561 1.195101 0.0 0.0 0.0 0.015
Cl 4.787827 -1.768080 3.578331 0.1 0.1 0.1 0.501
C -1.820040 5.105615 -4.371631 0.1 -0.1 0.1 -1.521
H 6.111282 -3.412717 4.618202 -0.1 0.1 -0.2 -0.078
H 5.044731 -10.281810 7.422957 0.0 0.0 0.0 0.015
P 2.469229 -4.755716 0.732330 0.3 0.8 0.0 0.787
O -0.137870 -3.267120 0.854140 -0.6 0.1 -0.3 -0.146
H -1.688272 6.041713 0.968026 0.0 0.0 -0.1 -0.016
H -1.563576 11.895368 -3.205074 0.0 -0.1 0.0 0.014
O 2.471461 -4.805944 -0.956527 -1.0 0.5 -0.5 -0.384
Cl -2.853597 11.491836 -1.293959 0.0 0.0 0.0 0.532
Cl 1.827792 2.315819 5.863153 0.0 0.0 0.0 0.522
H -1.892361 -5.105045 1.957211 -0.2 0.0 -0.7 0.120
C -6.217357 -3.907919 -2.586690 0.0 0.0 -0.1 -1.566
Cl 3.627307 5.340509 -7.977392 0.0 0.0 0.0 0.527
H 2.173448 -6.979608 0.329191 0.2 0.3 0.4 0.027
Cl -1.924933 3.746955 1.287779 -0.2 0.1 -0.1 0.513
Cl 1.796502 14.064817 3.186677 0.0 0.0 0.0 0.524
C 5.662756 -3.301284 3.633253 -0.2 0.0 0.1 -1.587
Cl 9.603509 -8.166107 10.930394 0.0 0.0 0.0 0.517
Cl -2.793400 5.362506 -0.979036 0.0 0.0 0.0 0.553
Cl -0.049270 10.877601 -1.734613 0.1 0.2 -0.1 0.535
H -0.031421 1.792616 4.550237 0.0 0.0 0.0 -0.057
Cl 0.120020 4.117530 4.355553 0.0 0.0 0.0 0.501
C -5.537010 6.309520 -6.262826 0.0 -0.1 0.0 -1.553
Cl 0.272243 1.491218 1.592564 0.0 -0.2 0.0 0.488
C 9.900045 -2.080272 5.295805 0.0 -0.1 -0.1 -1.528
C -4.027909 2.483500 -10.292072 0.0 0.0 0.1 -1.559
Cl -5.969569 0.230611 2.276114 0.0 0.0 0.0 0.513
Cl 2.800743 8.913392 0.265053 0.0 0.0 0.0 0.525
Cl -10.056935 -3.787880 -3.480451 0.0 0.0 0.0 0.537
Cl -4.563407 -3.314773 -2.709906 0.0 0.0 -0.1 0.513
Cl -2.452962 6.761489 -4.397846 0.0 -0.2 -0.1 0.504
Cl 4.094892 12.955409 4.577064 0.0 0.0 0.0 0.531